This record from the OMol25 dataset describes a 2-piece molecular cluster, C14H16O overall at a distorted geometry. The level of theory is ωB97M-V/def2-TZVPD.

Geometry (Å):
C 0.85405 2.53792 -0.41543
C -1.41194 2.24781 2.57616
C -0.37382 2.57332 1.74153
C -2.51422 1.58916 1.93471
C -0.31560 2.34061 0.42947
C -2.65610 1.30466 0.60744
C -1.43442 1.59158 -0.10247
O -3.65857 1.36674 2.63565
H -1.46917 2.32791 3.64222
H 0.51492 3.04522 2.21266
H -3.40532 1.42909 3.60895
H -3.51735 0.70813 0.29278
H 1.78949 2.83269 -0.00057
H 0.47336 3.11862 -1.28327
H -1.20318 1.22980 -1.22941
H 1.25030 1.71242 -0.94962
C 1.54891 -2.21940 -3.80137
C 0.46621 -2.53336 -1.45355
C 1.59182 -2.45876 -2.31064
C 0.48982 -2.31025 -0.03500
C 1.70111 -2.22672 0.48994
C 2.80934 -2.10032 -1.62379
C 2.87235 -1.99834 -0.23797
H -0.55867 -2.62168 -1.84505
H -0.28875 -2.47609 0.79372
H 2.59681 -2.21232 -4.22885
H 0.93030 -1.44770 -4.12666
H 1.78397 -1.99599 1.57039
H 3.72328 -1.91100 -2.28679
H 3.80891 -1.65147 0.22212
H 1.07459 -3.04901 -4.27202

Forces on the atoms, in the same order (eV/Å):
-0.153 0.851 -2.244
-2.157 -1.846 -2.104
2.095 1.740 3.493
-0.383 1.667 1.755
-2.705 -3.322 -1.601
3.634 -0.045 -1.436
0.320 -0.185 -2.552
0.323 -0.326 2.949
0.366 0.442 0.358
-0.552 -0.235 -0.280
-0.853 -0.117 -1.766
0.495 0.453 -0.278
0.225 1.385 0.831
0.929 0.551 0.541
-1.162 0.792 2.620
-0.400 -1.866 -0.290
1.779 -2.432 0.295
-1.487 0.435 -0.061
0.307 2.247 2.471
-1.621 -2.334 -0.972
3.314 2.311 2.991
0.461 -0.485 -1.291
0.295 -0.106 -1.299
0.601 -0.159 -0.367
0.369 0.482 -2.270
-1.259 0.440 0.471
-0.570 1.962 -0.155
-0.044 -0.562 -0.506
-1.300 -0.187 1.193
-0.559 -0.456 -0.024
-0.306 -1.093 -0.474

HOMO level (Eh): -0.301
Gap between HOMO and LUMO (eV): 9.0
Charge: 0
SMILES string: Cc1ccc(O)cc1.Cc1ccccc1